Here is a 2-piece molecular cluster, C7H15N2Si overall in a non-equilibrium geometry from the OMol25 dataset. Energies are from ωB97M-V/def2-TZVPD.

Calculated values
Max |F|, eV/Å: 5.0
LUMO level, eV: -5.20
Highest occupied orbital energy, eV: -11.118
Energy above the lowest of the compared OMol25 structures with the same formula, charge and spin, kcal per mole: 88.8
Orbital gap, eV: 5.91
Total charge: +1

```
25
Properties=species:S:1:pos:R:3:nbo_charge:R:1
C -2.87 1.07 0.69 0.2769
C 0.75 1.32 -0.59 -0.1099
C 2.09 1.16 -0.83 -0.8407
C -2.81 -0.88 -0.39 -0.2639
C -4.35 -0.38 -0.44 -0.2415
C 2.29 -1.41 1.07 -1.1873
C 5.01 -0.22 -0.34 -1.1113
N -2.03 0.28 0.17 -0.5735
N -4.18 0.74 0.53 -0.6338
Si 3.08 -0.20 -0.16 1.8393
H -2.54 1.92 1.32 0.2003
H 0.41 2.34 -0.87 0.2162
H 0.09 0.69 -0.14 0.2387
H 2.53 1.78 -1.52 0.2472
H -2.75 -1.76 0.34 0.2055
H -2.51 -1.04 -1.48 0.2122
H -4.50 0.11 -1.39 0.1903
H -5.23 -1.03 -0.11 0.2249
H 2.98 -1.38 1.95 0.2779
H 1.27 -0.87 1.34 0.2867
H 2.16 -2.50 0.89 0.3072
H 5.21 -0.79 -1.28 0.2810
H 5.58 0.77 -0.38 0.2952
H 5.29 -0.76 0.46 0.2432
H -4.99 1.03 1.14 0.4194
```